ORCA calculation (wB97M-V/def2-TZVPD) on 15 unconnected molecules or ions with the total composition C99H219N9O15.

Calculated values
Calculated total energy: -5524.2215 Eh
HOMO level: -7.867 eV
Net charge: 0
Gap between HOMO and LUMO: 8.09 eV

Geometry (Å):
C1 3.350 -3.420 2.777
C2 3.031 -3.477 4.290
C3 3.370 -4.764 5.056
O1 3.892 -2.516 4.876
H1 3.347 -2.393 2.412
H2 2.727 -4.046 2.138
H3 4.353 -3.741 2.495
H4 1.978 -3.263 4.471
H5 2.899 -5.729 4.870
H6 3.187 -4.589 6.117
H7 4.435 -4.994 5.018
H8 4.696 -2.642 4.368
C4 7.470 -4.006 4.783
C5 7.671 -2.891 3.694
C6 7.733 -3.474 2.259
O2 6.639 -1.958 3.638
H9 8.221 -4.792 4.700
H10 6.551 -4.578 4.657
H11 7.481 -3.674 5.821
H12 8.628 -2.396 3.859
H13 8.602 -4.131 2.223
H14 7.889 -2.811 1.407
H15 6.869 -4.077 1.982
H16 6.937 -1.356 2.952
C7 6.804 0.300 -0.092
C8 7.124 0.944 1.234
C9 5.847 1.332 1.988
O3 7.810 -0.058 2.050
H17 6.550 -0.734 0.140
H18 7.744 0.182 -0.631
H19 5.983 0.756 -0.645
H20 7.776 1.815 1.178
H21 5.143 0.500 2.018
H22 5.221 2.018 1.419
H23 5.941 1.616 3.036
H24 8.732 0.152 1.885
C10 -1.686 6.207 -4.084
C11 -2.300 4.890 -4.712
C12 -2.694 3.928 -3.532
O4 -3.268 5.143 -5.674
H25 -2.365 6.853 -3.528
H26 -1.273 6.816 -4.888
H27 -0.719 6.114 -3.589
H28 -1.506 4.388 -5.265
H29 -1.978 3.824 -2.717
H30 -2.817 2.912 -3.907
H31 -3.659 4.137 -3.069
H32 -3.676 6.001 -5.537
C13 1.684 -4.453 -6.112
C14 2.490 -5.672 -5.791
C15 2.307 -6.627 -6.975
O5 3.823 -5.331 -5.671
H33 1.513 -3.956 -5.157
H34 0.706 -4.612 -6.567
H35 2.177 -3.688 -6.712
H36 2.098 -6.083 -4.861
H37 2.651 -6.194 -7.915
H38 1.274 -6.960 -7.081
H39 2.986 -7.478 -6.928
H40 3.814 -4.656 -4.989
C16 -0.393 -0.942 -5.945
C17 0.793 0.001 -6.128
C18 0.308 1.416 -6.320
O6 1.367 0.000 -4.885
H41 -0.982 -1.089 -6.851
H42 -1.196 -0.587 -5.300
H43 -0.153 -1.955 -5.620
H44 1.459 -0.421 -6.881
H45 -0.465 1.466 -7.086
H46 1.054 2.103 -6.719
H47 -0.067 1.872 -5.404
H48 2.203 -0.449 -5.031
C19 -3.894 2.072 3.504
C20 -4.347 3.444 3.033
C21 -4.509 3.372 1.544
C22 -5.249 4.559 0.948
C23 -6.619 4.677 1.495
C24 -6.608 4.792 3.089
N1 -5.590 3.875 3.704
O7 -5.553 3.908 5.075
C25 -6.177 6.219 3.482
C26 -8.024 4.456 3.444
C27 -3.228 4.452 3.370
H49 -3.759 2.201 4.578
H50 -3.012 1.631 3.040
H51 -4.654 1.318 3.297
H52 -3.525 3.457 1.083
H53 -4.923 2.456 1.121
H54 -5.183 4.312 -0.112
H55 -4.736 5.516 1.043
H56 -7.263 3.872 1.141
H57 -7.050 5.636 1.206
H58 -5.098 6.374 3.484
H59 -6.576 6.981 2.814
H60 -6.601 6.398 4.470
H61 -8.781 5.054 2.936
H62 -8.212 3.410 3.198
H63 -8.243 4.446 4.511
H64 -2.263 4.100 3.005
H65 -3.100 4.692 4.425
H66 -3.435 5.414 2.901
H67 -6.046 3.121 5.320
C28 -2.741 -7.323 -4.708
C29 -3.356 -6.147 -3.875
C30 -2.058 -5.532 -3.292
C31 -2.164 -4.060 -2.847
C32 -2.838 -3.197 -3.799
C33 -4.133 -3.709 -4.414
N2 -4.045 -5.157 -4.823
O8 -5.148 -5.661 -5.481
C34 -5.187 -3.440 -3.289
C35 -4.494 -2.829 -5.655
C36 -4.439 -6.751 -2.898
H68 -1.931 -7.013 -5.369
H69 -3.496 -7.872 -5.271
H70 -2.245 -8.051 -4.066
H71 -1.738 -6.129 -2.438
H72 -1.180 -5.564 -3.938
H73 -1.159 -3.713 -2.607
H74 -2.687 -4.063 -1.891
H75 -2.163 -2.854 -4.583
H76 -2.987 -2.342 -3.139
H77 -4.908 -3.990 -2.391
H78 -5.337 -2.383 -3.069
H79 -6.182 -3.758 -3.601
H80 -3.909 -3.097 -6.535
H81 -5.551 -2.929 -5.898
H82 -4.258 -1.775 -5.507
H83 -3.928 -7.205 -2.050
H84 -5.140 -7.443 -3.364
H85 -4.980 -5.911 -2.461
H86 -4.832 -5.677 -6.387
C37 -1.597 -1.077 -0.427
C38 -1.062 0.147 -1.175
C39 -1.556 1.441 -0.508
C40 -0.835 1.794 0.806
C41 0.736 1.860 0.556
C42 1.274 0.615 -0.156
N3 0.404 0.126 -1.275
O9 0.963 -0.962 -2.032
C43 2.578 1.035 -0.734
C44 1.487 -0.495 0.971
C45 -1.721 0.145 -2.515
H87 -1.115 -1.962 -0.843
H88 -2.663 -1.267 -0.554
H89 -1.367 -1.059 0.638
H90 -1.515 2.368 -1.079
H91 -2.604 1.350 -0.222
H92 -1.025 1.017 1.547
H93 -1.190 2.671 1.347
H94 1.143 1.996 1.558
H95 0.983 2.796 0.054
H96 2.416 1.880 -1.403
H97 3.285 1.261 0.064
H98 3.052 0.202 -1.252
H99 2.338 -0.286 1.618
H100 0.567 -0.532 1.554
H101 1.724 -1.437 0.477
H102 -2.803 0.262 -2.571
H103 -1.413 -0.794 -2.973
H104 -1.352 0.963 -3.134
H105 0.674 -0.688 -2.906
C46 -1.429 -8.033 3.850
C47 -1.218 -6.601 3.316
C48 -0.352 -6.811 2.029
C49 -0.296 -5.618 1.035
C50 -1.727 -5.194 0.675
C51 -2.709 -5.042 1.868
N4 -2.545 -6.091 2.969
O10 -3.354 -5.943 4.045
C52 -2.547 -3.623 2.502
C53 -4.180 -5.205 1.437
C54 -0.446 -5.683 4.402
H106 -0.559 -8.689 3.884
H107 -2.095 -8.559 3.165
H108 -1.778 -8.081 4.882
H109 0.679 -7.038 2.297
H110 -0.553 -7.729 1.476
H111 0.314 -5.889 0.174
H112 0.287 -4.840 1.528
H113 -2.144 -6.037 0.122
H114 -1.574 -4.366 -0.017
H115 -3.075 -2.781 2.055
H116 -2.988 -3.682 3.497
H117 -1.494 -3.367 2.620
H118 -4.479 -6.174 1.038
H119 -4.898 -5.038 2.240
H120 -4.402 -4.451 0.682
H121 0.201 -4.929 3.956
H122 0.324 -6.272 4.901
H123 -1.175 -5.427 5.171
H124 -4.046 -6.605 3.981
C55 5.029 -0.496 -3.476
C56 5.342 -1.915 -4.005
C57 6.824 -2.247 -3.695
C58 7.017 -2.708 -2.225
C59 6.159 -4.045 -2.205
C60 4.651 -3.703 -2.265
N5 4.420 -2.897 -3.471
O11 3.108 -2.560 -3.739
C61 3.802 -5.002 -2.351
C62 4.069 -2.905 -1.062
C63 5.228 -1.890 -5.496
H125 4.924 -0.554 -2.392
H126 4.083 0.001 -3.692
H127 5.865 0.151 -3.740
H128 7.084 -3.074 -4.355
H129 7.561 -1.473 -3.909
H130 6.815 -2.034 -1.393
H131 8.087 -2.862 -2.088
H132 6.408 -4.548 -1.270
H133 6.506 -4.694 -3.009
H134 2.727 -4.855 -2.455
H135 4.153 -5.715 -3.097
H136 3.818 -5.476 -1.370
H137 3.021 -2.623 -1.167
H138 4.149 -3.493 -0.148
H139 4.549 -1.942 -0.884
H140 4.335 -1.408 -5.894
H141 5.246 -2.884 -5.942
H142 6.067 -1.378 -5.967
H143 2.868 -1.940 -3.046
C64 -7.720 1.475 -0.755
C65 -6.953 0.402 -1.455
C66 -5.589 0.362 -0.841
C67 -5.479 -0.329 0.504
C68 -6.057 -1.727 0.383
C69 -7.482 -1.775 -0.120
N6 -7.578 -0.995 -1.373
O12 -8.900 -1.042 -1.877
C70 -7.756 -3.248 -0.535
C71 -8.454 -1.337 0.996
C72 -6.644 0.784 -2.891
H144 -7.457 2.497 -1.025
H145 -7.736 1.360 0.329
H146 -8.795 1.485 -0.935
H147 -4.833 -0.206 -1.383
H148 -5.158 1.361 -0.779
H149 -6.057 0.291 1.190
H150 -4.430 -0.217 0.776
H151 -6.062 -2.163 1.382
H152 -5.276 -2.337 -0.071
H153 -7.204 -3.893 0.149
H154 -8.820 -3.477 -0.490
H155 -7.412 -3.577 -1.516
H156 -9.459 -1.622 0.686
H157 -8.167 -1.892 1.890
H158 -8.452 -0.278 1.251
H159 -6.287 1.803 -3.037
H160 -7.519 0.678 -3.532
H161 -5.836 0.162 -3.277
H162 -9.374 -0.559 -1.196
C73 5.216 6.466 -1.719
C74 5.180 5.929 -3.153
C75 5.436 4.334 -3.139
C76 4.264 3.524 -2.628
C77 3.125 3.902 -3.573
C78 2.684 5.400 -3.621
N7 3.910 6.200 -3.885
O13 3.663 7.507 -4.195
C79 1.772 5.564 -4.828
C80 2.021 5.839 -2.308
C81 6.431 6.539 -3.833
H163 6.129 6.296 -1.147
H164 4.378 6.126 -1.111
H165 5.166 7.555 -1.703
H166 5.585 4.039 -4.178
H167 6.367 4.005 -2.678
H168 4.067 3.932 -1.636
H169 4.391 2.454 -2.464
H170 2.195 3.385 -3.334
H171 3.384 3.658 -4.604
H172 2.357 5.276 -5.702
H173 1.044 4.753 -4.853
H174 1.201 6.482 -4.967
H175 0.995 5.495 -2.440
H176 2.467 5.388 -1.421
H177 1.890 6.915 -2.192
H178 6.422 7.627 -3.773
H179 6.380 6.141 -4.847
H180 7.415 6.270 -3.450
H181 3.930 7.577 -5.114
C82 -0.367 -1.079 8.437
C83 -0.249 -1.548 6.964
C84 -1.578 -1.146 6.231
C85 -1.593 0.287 5.911
C86 -0.429 0.627 4.997
C87 0.896 0.496 5.765
N8 0.894 -0.934 6.295
O14 2.103 -1.266 6.911
C88 1.865 0.417 4.546
C89 1.163 1.683 6.612
C90 -0.261 -3.037 6.901
H182 -0.199 -0.003 8.474
H183 0.306 -1.623 9.099
H184 -1.306 -1.438 8.859
H185 -1.609 -1.653 5.266
H186 -2.462 -1.459 6.786
H187 -1.752 0.972 6.744
H188 -2.555 0.420 5.416
H189 -0.503 1.629 4.576
H190 -0.491 0.009 4.101
H191 1.621 -0.490 3.994
H192 1.829 1.346 3.977
H193 2.895 0.316 4.886
H194 1.745 2.479 6.147
H195 0.301 2.218 7.010
H196 1.941 1.495 7.352
H197 -1.094 -3.444 7.474
H198 0.567 -3.631 7.289
H199 -0.267 -3.320 5.849
H200 2.492 -1.918 6.325
C91 0.423 7.522 0.742
C92 1.620 7.787 1.672
C93 1.250 8.801 2.817
C94 0.450 8.176 3.979
C95 1.192 7.003 4.628
C96 1.677 5.960 3.591
N9 2.176 6.568 2.309
O15 2.487 5.607 1.394
C97 2.807 5.149 4.262
C98 0.454 5.058 3.329
C99 2.836 8.390 0.866
H201 -0.358 6.846 1.091
H202 0.873 6.901 -0.033
H203 -0.033 8.385 0.256
H204 2.126 9.234 3.298
H205 0.632 9.541 2.308
H206 -0.559 7.813 3.785
H207 0.300 8.935 4.748
H208 0.432 6.566 5.275
H209 2.051 7.331 5.213
H210 2.466 4.632 5.159
H211 3.357 4.460 3.620
H212 3.608 5.791 4.627
H213 0.303 4.187 3.968
H214 -0.509 5.563 3.258
H215 0.514 4.546 2.368
H216 3.229 7.756 0.071
H217 3.665 8.704 1.500
H218 2.547 9.317 0.370
H219 3.430 5.433 1.456

Forces on the atoms, in the same order (eV/Å):
C -0.209 -0.530 -0.233
C 0.867 -1.115 -0.726
C 0.255 -0.726 0.364
O -0.687 0.520 0.245
H -0.539 0.113 0.163
H -0.459 0.099 0.125
H 0.404 -0.286 0.669
H -0.013 0.562 0.016
H -0.557 0.239 -0.665
H -0.129 0.267 0.069
H 0.171 0.276 -0.283
H 0.791 0.640 0.214
C -0.120 0.211 -0.718
C 0.047 -1.507 -1.066
C 0.967 -1.378 0.294
O -0.960 0.174 1.291
H 0.420 0.290 -0.170
H -0.336 0.374 -0.265
H 0.053 0.446 -0.178
H 0.179 0.131 0.344
H 0.085 -0.359 -0.133
H -0.067 0.749 0.487
H -0.226 -0.039 0.377
H -0.200 0.659 -0.131
C 0.585 -0.523 0.262
C -1.207 -0.117 1.364
C -0.801 -0.592 -0.312
O 0.231 1.045 -0.654
H -0.475 0.030 0.101
H -0.184 0.363 -0.626
H 0.332 0.165 -0.153
H 0.035 0.042 -0.269
H 0.260 -0.693 0.050
H 0.463 0.684 0.050
H 0.444 0.361 -0.231
H 0.292 -0.511 0.358
C 0.466 -0.087 -1.620
C 1.751 0.544 2.610
C -0.692 -0.430 -0.887
O -0.832 -0.036 -0.226
H -0.164 -0.376 0.209
H -0.622 0.289 -0.645
H -0.475 -0.817 0.844
H 0.252 -0.018 0.123
H 0.358 0.529 -0.262
H 0.004 -0.127 -0.255
H -0.083 0.522 -0.067
H -0.044 0.024 0.186
C -0.984 1.616 0.942
C -1.312 -0.638 -2.194
C 0.958 -0.641 0.124
O 1.017 -0.055 0.311
H -0.286 0.362 0.073
H -0.019 -0.384 0.058
H 0.444 -0.383 -0.282
H 0.001 -0.465 0.102
H -0.341 0.665 0.019
H 0.090 -0.014 0.059
H -0.231 -0.400 0.511
H 0.680 0.496 0.289
C -1.465 -0.593 -1.316
C -2.839 -0.303 0.073
C -0.182 0.832 -1.722
O 2.693 -0.270 2.000
H 0.249 -0.019 -0.590
H 0.496 0.489 0.567
H 0.524 0.111 0.147
H 0.056 0.429 -0.278
H -0.337 -0.098 0.086
H 0.474 -0.124 0.222
H -0.056 -0.431 0.136
H 0.378 -0.167 0.847
C -0.758 -0.257 0.867
C 0.712 0.498 0.759
C 0.329 1.357 -0.877
C 0.659 -0.502 -0.803
C -0.062 0.518 1.271
C 1.920 0.192 -1.392
N -1.705 -1.521 -2.950
O 0.233 0.328 0.838
C -0.812 0.266 0.067
C -0.611 -1.056 1.247
C 0.279 0.360 -0.323
H 0.248 -0.653 0.097
H 0.379 0.703 -0.042
H -0.410 0.064 0.251
H 0.423 -0.374 0.253
H -0.363 -0.201 0.577
H -0.645 0.467 -0.400
H 0.356 -0.090 0.282
H -0.021 -0.125 0.229
H -0.315 -0.156 -0.299
H -0.160 -0.269 0.186
H -0.294 0.014 -0.045
H 0.366 0.277 0.152
H 0.249 0.211 -0.034
H 0.028 -0.098 -0.453
H 0.142 0.594 0.231
H 0.053 -0.061 -0.084
H -0.297 -0.431 0.186
H 0.110 -0.015 -0.237
H -0.025 -0.107 0.361
C -0.582 -0.066 -0.053
C -0.439 -0.810 -1.823
C -0.352 1.184 0.990
C 0.716 -2.803 1.469
C 0.376 1.161 -1.043
C -1.466 0.408 0.457
N 3.497 1.118 1.343
O -0.658 -0.102 0.152
C -0.508 -0.505 -0.827
C 0.149 -0.621 0.309
C 1.358 1.263 0.406
H -0.321 0.395 -0.239
H -0.057 0.064 -0.098
H -0.241 -0.008 0.444
H -0.214 -0.187 0.189
H -0.447 -0.331 -0.754
H 0.108 0.222 -0.071
H -0.256 0.138 0.141
H 0.196 -0.174 -0.213
H -0.812 0.680 -0.784
H -0.085 0.280 0.115
H 0.428 0.125 0.064
H -0.053 -0.390 -0.027
H 0.085 -0.364 0.001
H 0.014 0.039 -0.025
H -0.159 0.042 0.460
H -0.008 -0.447 -0.057
H 0.265 0.126 -0.156
H -0.286 -0.216 -0.098
H -0.254 -0.170 -0.232
C 0.278 -0.568 0.301
C -0.863 0.178 1.202
C 0.343 1.079 2.064
C 1.585 -0.887 -0.273
C -2.689 0.392 0.537
C -0.226 -1.360 1.111
N 0.025 2.148 0.316
O -0.731 0.314 1.204
C 1.059 -0.563 -0.393
C -0.094 0.652 -1.378
C 0.834 -0.190 -1.732
H 0.198 -0.087 -0.003
H -0.190 0.357 -0.010
H -0.066 0.046 0.038
H 0.274 -0.363 -0.840
H -0.292 -0.429 -0.372
H 0.100 -0.425 0.024
H -0.065 0.434 -0.558
H 0.576 -0.454 -0.035
H -0.082 -0.064 -0.489
H 0.270 -0.075 -0.026
H -0.087 0.484 0.105
H -0.063 0.018 -0.383
H -0.106 0.370 0.072
H 0.204 -0.423 0.115
H -0.362 -0.218 0.084
H -0.054 -0.349 0.652
H -0.419 -0.037 -0.510
H 0.341 0.048 -0.076
H 0.436 -0.018 -0.778
C 0.066 -0.313 0.429
C 1.302 -0.114 0.366
C 0.627 0.730 -0.515
C -0.370 -0.714 1.649
C 0.571 -1.576 0.243
C -0.709 1.175 1.457
N 2.032 -0.694 -3.653
O -0.621 1.014 1.418
C -0.133 -0.501 0.703
C -0.140 0.480 -0.453
C -0.178 -1.935 -0.990
H 0.619 0.509 -0.222
H -0.385 0.131 0.188
H -0.504 0.243 -0.070
H 0.158 0.267 0.697
H -1.019 -0.043 0.037
H -0.312 -0.082 -0.269
H -0.240 0.483 0.039
H 0.027 -0.048 -0.509
H -1.017 0.469 0.360
H 0.041 -0.200 -0.695
H 0.131 0.015 0.219
H 0.075 0.054 -0.053
H 0.604 -0.222 -0.186
H 0.312 0.282 0.314
H -0.072 0.038 -0.205
H -0.852 0.718 -0.090
H -0.149 -0.572 0.141
H 0.211 0.703 -0.239
H -0.030 -0.220 -0.186
C 0.224 -0.022 1.055
C 0.204 1.543 0.083
C -0.403 -0.106 1.425
C -0.224 -1.553 -1.433
C 0.695 1.676 1.622
C -1.421 0.346 -0.148
N 1.552 -1.855 -1.129
O -0.293 0.023 0.073
C 0.170 -0.031 0.631
C 0.742 -0.091 0.533
C -0.059 -0.141 -1.782
H 0.662 0.086 0.282
H -0.092 -0.281 -0.965
H -0.185 0.259 0.098
H 0.170 -0.210 0.168
H -0.609 0.546 -0.349
H -0.773 0.200 -0.508
H 0.103 -0.685 -0.053
H -0.448 -0.287 0.141
H -0.391 0.078 -0.146
H 0.041 0.542 -0.540
H 0.068 0.115 -0.033
H 0.498 -0.259 0.093
H -0.206 -0.472 -0.325
H 0.005 0.031 0.141
H 0.458 -0.087 0.000
H -0.208 0.057 0.266
H -0.044 -0.240 0.240
H 0.132 0.296 0.199
H -0.645 0.500 0.382
C -1.840 0.742 0.837
C 0.222 -0.845 -0.367
C 1.703 -0.931 1.063
C -0.985 1.426 -0.138
C 1.528 0.415 1.628
C 0.314 -0.361 -1.524
N 1.470 0.875 -0.597
O 0.645 0.399 0.325
C -0.248 -0.195 0.650
C 0.099 -0.421 -0.314
C -0.708 -0.345 -1.145
H 0.565 -0.104 0.068
H 0.638 0.209 0.105
H -0.260 -0.355 -0.620
H -0.332 -0.053 -1.064
H -0.236 0.282 -0.052
H -0.037 -0.197 0.605
H 0.025 -0.655 0.430
H -0.208 -0.092 0.265
H -0.521 -0.252 -1.048
H -0.288 -0.163 0.361
H 0.012 -0.087 0.102
H 0.127 0.778 -0.144
H -0.138 0.010 0.293
H -0.341 -0.046 0.081
H 0.201 -0.055 -0.150
H -0.099 0.197 0.534
H -0.037 -0.107 -0.087
H -0.225 -0.285 -0.090
H -0.846 0.216 -0.006
C -0.648 0.546 0.676
C 1.165 -1.197 1.412
C 0.057 0.277 -0.868
C -0.570 1.774 0.137
C -1.141 0.216 0.186
C 1.701 0.940 0.762
N 1.668 -2.801 -0.418
O -0.129 1.405 0.386
C -0.221 -1.145 -0.432
C -1.047 -0.493 -0.732
C -0.900 -0.149 -0.816
H 0.228 -0.601 -0.324
H 0.043 -0.113 0.021
H -0.323 0.195 -0.322
H 0.003 0.137 -0.351
H 0.150 0.743 0.489
H -0.379 -0.165 0.330
H 0.263 0.010 -0.563
H -0.053 -0.383 0.016
H 0.131 -0.296 -0.022
H 0.189 0.706 -0.285
H -0.385 -0.074 0.507
H 0.535 0.172 0.174
H -0.255 -0.346 0.677
H -0.136 0.128 -0.031
H 0.568 0.108 -0.126
H -0.296 0.043 -0.441
H 0.293 0.572 -0.409
H -0.350 -0.539 0.529
H -0.052 0.182 -0.160
C 0.125 -0.830 -0.124
C -1.161 1.076 1.355
C 1.463 -0.687 0.430
C -1.654 1.425 -0.883
C -0.950 0.611 0.898
C -0.366 -2.329 -3.096
N -0.600 0.707 -1.230
O -0.005 0.208 0.744
C 0.987 0.016 1.294
C 1.249 1.087 1.237
C 0.910 -1.435 -0.407
H -0.286 -0.084 0.455
H 0.758 0.360 -0.270
H -0.532 0.682 -0.189
H 0.032 -0.351 -0.050
H 0.203 -0.101 0.256
H 0.721 -0.071 0.455
H -0.027 0.309 -0.622
H -0.002 0.378 0.299
H 0.290 -0.517 0.171
H 0.000 0.329 -0.242
H -0.257 -0.088 -0.295
H 0.180 -0.083 0.043
H -0.321 -0.002 -1.181
H -0.122 -0.490 0.391
H -0.548 -0.607 0.789
H -0.437 0.131 -0.434
H 0.619 0.646 0.377
H -0.576 -0.220 -0.038
H 0.460 0.046 -0.204
C 0.726 -1.102 -0.668
C 0.955 0.464 1.077
C -0.829 -1.274 -0.275
C 0.440 -0.089 0.176
C 0.186 0.584 -0.846
C -0.973 -0.566 -0.032
N 0.043 1.610 2.492
O -0.268 -1.396 -1.306
C 0.574 0.376 -0.078
C -0.366 -1.025 -1.182
C -0.844 0.490 -0.048
H -0.072 0.344 0.746
H -0.112 0.129 -0.498
H 0.219 0.189 0.257
H 0.184 0.157 -0.441
H 0.259 0.432 0.235
H -0.048 0.175 -0.788
H 0.044 0.175 0.030
H 0.501 -0.477 0.289
H -0.057 0.211 0.100
H -0.303 -0.200 -0.208
H -0.538 -0.354 -0.223
H -0.099 0.520 -0.057
H 0.264 0.313 0.789
H 0.137 0.448 0.309
H 0.417 0.158 -0.411
H -0.222 -0.303 0.179
H -0.093 -0.407 0.367
H -0.364 0.094 -0.131
H 0.234 0.212 0.116